Below is C40H42BrN6O4SSeW as an isolated structure, with properties calculated with ωB97M-V/def2-TZVPD.

Each line ends with the Löwdin charge.
Element x y z (Å)
H 1.53 -1.55 -3.64  0.089
Se -3.06 -1.40 -1.82  1.222
H -3.44 0.43 6.12  0.107
C -2.87 -0.52 4.29  -0.013
C 4.65 3.80 -1.65  -0.040
C 2.98 5.58 -2.21  -0.047
H -3.77 -1.11 4.21  0.108
C -3.66 0.21 0.05  -0.305
H 1.65 -2.98 5.62  0.067
C 0.99 1.15 -2.73  -0.079
H 4.17 0.15 2.14  0.132
C 2.30 -0.45 1.34  -0.180
N -1.91 -1.40 2.15  -0.065
C -0.64 -3.72 -0.76  -0.108
O -0.34 0.18 -0.97  -0.349
C -4.79 0.13 -0.84  -0.353
C -1.52 1.12 5.44  -0.069
C -2.21 -5.45 -0.27  -0.005
C -3.72 1.09 1.19  -0.026
H 2.99 4.24 -4.66  0.093
H -6.82 0.81 -1.24  0.122
C 0.41 0.29 -3.86  -0.513
C 0.70 2.30 -0.63  -0.553
H 5.43 -0.84 0.18  0.121
H 4.42 3.91 -0.59  0.084
H 5.49 4.48 -1.88  0.089
C -2.76 -4.63 0.71  0.033
H -2.87 1.19 1.85  0.073
C 1.63 3.26 -0.98  -0.075
C -2.69 -2.50 2.03  -0.469
H -0.55 -4.45 5.26  0.068
H 2.49 -2.17 4.27  0.057
H -1.39 1.80 6.27  0.108
H 0.02 -1.53 -2.71  0.025
C 3.63 -1.51 -0.76  -0.012
H -1.57 0.10 -4.75  0.092
H 4.98 2.78 -1.83  0.085
H 0.83 -1.66 4.72  0.051
C -2.23 -3.38 0.88  -0.210
H -2.60 -6.45 -0.43  0.124
C -4.86 1.78 1.40  -0.031
H 2.16 0.30 -5.17  0.093
N -2.63 -0.54 -0.28  -0.333
H -1.12 1.76 -4.33  0.100
H 2.39 2.09 -4.02  0.084
H 0.20 -3.33 -1.32  0.093
H 4.28 3.10 -4.24  0.085
H 2.04 5.81 -2.71  0.096
C -1.89 -0.61 3.31  -0.251
H -1.60 0.64 -3.06  0.032
C -5.98 0.89 -0.57  -0.007
Br -0.37 2.65 0.89  0.908
C 3.68 -0.35 1.32  0.039
H 0.36 1.62 4.54  0.108
C 0.49 -1.22 -3.64  -0.053
N 0.16 -0.10 2.33  -0.099
C -6.00 1.68 0.52  -0.049
N -4.66 -0.68 -1.87  -0.198
O -3.60 -2.88 2.74  0.090
N -1.20 -2.92 0.15  -0.085
C 4.36 -0.89 0.24  -0.013
H -6.88 2.26 0.75  0.113
C -0.70 -3.95 4.30  -0.234
C 1.10 0.55 -5.20  -0.061
W -0.61 -0.89 0.62  1.669
C 3.43 4.15 -2.52  -0.555
H 3.73 6.29 -2.57  0.088
H -0.66 -5.61 -1.76  0.120
C -0.72 0.15 3.41  -0.253
S 0.88 -3.71 3.51  0.896
C -1.13 -5.00 -1.01  -0.015
H -4.92 2.45 2.25  0.118
O 2.07 0.60 3.44  0.094
H 1.79 4.10 -0.31  0.104
C 0.45 1.18 -1.43  -0.333
H 4.10 -1.94 -1.63  0.118
C 1.52 -2.50 4.65  -0.236
H -1.29 -4.60 3.65  0.053
C -0.53 1.02 4.47  -0.012
C 2.25 -1.57 -0.65  -0.092
C -1.06 0.72 -4.01  -0.044
C 2.32 3.15 -2.18  -0.160
C -2.68 0.35 5.36  -0.070
H -0.01 -1.74 -4.46  0.094
H 1.00 1.59 -5.52  0.092
H 4.59 4.83 -4.20  0.088
C 1.94 2.13 -3.04  0.031
C 3.84 4.07 -3.99  -0.060
H 2.86 5.75 -1.14  0.076
H 0.64 -0.07 -5.97  0.093
H 1.65 -2.01 -1.43  0.072
C 1.51 0.10 2.48  -0.473
N 1.59 -1.04 0.38  -0.009
O 0.60 -2.99 2.21  -0.580
H -3.58 -4.93 1.34  0.134
H -1.21 -2.99 4.43  0.050

Calculated values
frontier orbital gap = 6.7 eV
net charge = +1
ΔE to the lowest compared entry with this formula, charge and spin = 0.0 kJ/mol